{
  "formula": "C4H2FNOS",
  "method": "ωB97M-V with the def2-TZVPD basis set",
  "lumo_energy_ev": -1.20,
  "max_force_ev_per_a": 5.67,
  "molar_mass_g_mol": 131.13,
  "homo_lumo_gap_ev": 9.03,
  "spin_multiplicity": 1,
  "relative_energy_kcal_mol": 40.6,
  "homo_energy_ev": -10.22,
  "total_energy_ev": -21267.422,
  "symbols": ["C", "C", "C", "C", "H", "H", "N", "O", "F", "S"],
  "coordinates": [[0.194, -0.751, -0.150], [-0.536, 0.530, 0.046], [-1.863, 0.541, 0.217], [0.319, 1.679, -0.162], [2.470, 0.565, 1.045], [-2.373, 1.560, 0.253], [0.951, 2.604, -0.279], [-0.248, -1.902, -0.502], [-2.807, -0.479, 0.184], [1.988, -0.801, 0.207]],
  "nbo_charge": [0.399, -0.363, 0.405, 0.266, 0.184, 0.196, -0.258, -0.514, -0.286, -0.028]
}